Below is a molecular structure, C6H9N, with properties calculated with wB97M-V/def2-TZVPD.

```
16
Properties=species:S:1:pos:R:3:forces:R:3
C 2.288538 0.411401 0.099000 0.064 -0.004 0.015
C 1.363429 -0.692075 -0.236695 -0.059 -0.200 -0.050
C 1.213723 -2.000282 -0.317565 0.082 0.316 0.015
C -0.039531 -0.736400 -0.571736 -0.109 0.368 -0.116
N -0.987877 -0.464824 0.460442 0.078 -0.131 0.016
C -2.262591 0.099940 0.073119 -0.242 0.021 -0.093
C -1.227486 0.948419 0.719422 0.019 0.258 0.103
H 2.287232 1.140872 -0.718745 0.076 -0.049 0.131
H 3.311553 0.068946 0.268021 -0.150 -0.022 -0.009
H 1.931538 0.924898 0.999604 0.119 -0.052 -0.122
H -0.343695 -0.486790 -1.594949 -0.041 -0.168 0.072
H 0.056690 -2.140948 -0.679638 0.087 -0.128 0.032
H -3.123077 -0.244650 0.641178 0.148 0.052 -0.095
H -2.446344 0.265880 -0.989740 0.055 -0.035 0.176
H -0.715835 1.672141 0.082554 -0.091 -0.157 0.094
H -1.306269 1.233466 1.765729 -0.036 -0.068 -0.168
```
Positions in Å, forces in eV/Å.

Values from the calculation:
Gap between HOMO and LUMO (eV): 9.79
HOMO (eV): -8.791
Energy relative to the best compared isomer or geometry (same formula, charge and spin) (kJ/mol): 544.9

Here is what Mulliken gives for the atomic charges, in e:
1. C -1.084
2. C 0.508
3. C -0.983
4. C 0.113
5. N -0.288
6. C -0.425
7. C -0.319
8. H 0.295
9. H 0.327
10. H 0.285
11. H 0.404
12. H 0.231
13. H 0.249
14. H 0.239
15. H 0.223
16. H 0.224